[1]
C15H22N2O4 in the gas phase in a non-equilibrium geometry. Source: the Open Molecules 2025 dataset; level of theory: the ωB97M-V functional and the def2-TZVPD basis.

Geometry as ORCA input:
```
! wB97M-V def2-TZVPD RIJCOSX def2/J DEFGRID3
* xyz 0 1
O 1.6266 -2.8820 -1.6612
C 2.3064 -1.9651 -1.2545
C 1.9501 -1.2343 0.0363
C 2.4441 -1.9698 1.2696
O 3.8523 -2.0909 1.1523
N 0.5026 -1.1604 0.0556
C -0.1489 -0.2474 0.8266
O 0.4403 0.5534 1.5301
C -1.6474 -0.2670 0.7054
C -2.2717 0.9567 -0.0324
C -3.3833 0.8877 0.9990
C -2.4568 0.1320 1.9562
C -4.7637 0.6377 0.7932
C -4.3766 2.0692 1.2405
C -5.3007 2.5908 2.3822
C -3.9316 3.0045 2.3827
N 3.2917 -1.4409 -2.0700
C 2.9989 -0.8494 -3.3670
C 4.3787 -0.3516 -3.7606
C 4.8725 0.1859 -2.4194
O 4.1566 -0.5262 -1.3967
H 2.3701 -0.2301 0.0225
H 2.1459 -1.3932 2.1487
H 1.9521 -2.9502 1.3012
H 4.1914 -2.4970 1.9544
H 0.0018 -1.8151 -0.5227
H -2.0167 -1.1996 0.2788
H -1.6590 1.8439 0.1258
H -2.5437 0.8664 -1.0825
H -2.8738 -0.6505 2.5898
H -1.8640 0.8285 2.5509
H -5.1993 0.5631 -0.1998
H -5.2262 -0.0199 1.5311
H -6.0755 3.2581 2.0312
H -5.6209 1.9012 3.1646
H -3.3070 2.5779 3.1667
H -3.6264 3.9931 2.0612
H 2.5782 -1.6060 -4.0209
H 2.2998 -0.0093 -3.2631
H 4.9853 -1.1879 -4.1040
H 4.3680 0.4109 -4.5359
H 5.9398 0.0365 -2.2601
H 4.6406 1.2467 -2.3057
*
```

SMILES ... O=C([C@H](CO)NC(=O)[C@H]1C[C@@]2(C1)C[C@]21CC1)N1CCCO1
LUMO energy ... 0.71 eV
Energy relative to the best compared isomer or geometry (same formula, charge and spin) ... 9.2156 eV
Highest occupied orbital energy ... -6.66 eV
Maximum force ... 1.63 eV/A

[2]
2 unconnected molecules or ions with the total composition C3H6N4 in a non-equilibrium geometry. Source: the Open Molecules 2025 dataset; level of theory: the ωB97M-V functional and the def2-TZVPD basis.

Geometry as ORCA input:
```
! wB97M-V def2-TZVPD RIJCOSX def2/J DEFGRID3
* xyz 0 3
C 1.1328 1.0941 -0.1606
C -0.6724 -1.8947 -0.1364
C -1.2448 1.0774 0.1499
N 1.6018 -1.5083 0.4408
N 2.2821 1.3689 -0.1590
N -0.0049 0.7711 -0.3854
N 0.5529 -1.7606 0.0858
H 3.2660 1.8786 0.4030
H -0.9563 -1.4086 -1.0710
H -1.1011 -2.9546 0.1083
H -1.2867 2.0006 0.5452
H -1.9494 0.8881 -0.7525
H -1.6199 0.4479 0.9320
*
```

Expectation value of S² ... 2.02
LUMO energy (spin up / spin down) ... 0.88 / -1.39 eV
Energy relative to the best compared isomer or geometry (same formula, charge and spin) ... 3.7710 eV
Highest occupied orbital energy (spin up / spin down) ... -5.52 / -8.78 eV
Maximum force ... 7.50 eV/A

[3]
C3H6FI in the gas phase in a non-equilibrium geometry. Source: the Open Molecules 2025 dataset; level of theory: the ωB97M-V functional and the def2-TZVPD basis.

Geometry as ORCA input:
```
! wB97M-V def2-TZVPD RIJCOSX def2/J DEFGRID3
* xyz 0 1
C 0.3312 1.1442 -0.7959
C 1.0262 0.5086 0.3225
C 0.0483 -0.9801 0.9485
F 1.0075 1.3055 1.4134
I 2.9693 -0.0816 -0.1052
H -0.5610 1.5912 -0.5144
H 0.9841 1.9253 -1.2366
H 0.0725 0.2252 -1.5233
H -0.6152 -1.2102 0.1218
H -0.5650 -0.4330 1.7051
H 0.7938 -1.7070 1.3364
*
```

SMILES ... CC(C)(F)I
LUMO energy ... 0.65 eV
Energy relative to the best compared isomer or geometry (same formula, charge and spin) ... 1.1818 eV
Highest occupied orbital energy ... -9.40 eV
Maximum force ... 5.24 eV/A

[4]
A molecular structure, C4H11N6O in a non-equilibrium geometry. Source: the Open Molecules 2025 dataset; level of theory: the ωB97M-V functional and the def2-TZVPD basis.

Geometry as ORCA input:
```
! wB97M-V def2-TZVPD RIJCOSX def2/J DEFGRID3
* xyz 1 1
C 1.8298 0.5318 0.1425
C -2.9227 0.0154 -0.0041
C 2.8216 -1.6787 0.0574
C -0.5171 0.0333 -0.1614
N 1.8896 -0.7994 -0.0499
N 0.5479 0.8711 0.0121
N 2.7654 1.5042 0.2948
N -4.0660 0.7123 0.1886
N -1.7516 0.6849 -0.0793
N -0.6130 -1.3996 -0.0660
O -3.0001 -1.2460 0.3215
H 2.5236 -2.6928 -0.2202
H 3.9931 -1.6308 0.0825
H 0.3372 1.8128 0.2255
H 3.7067 1.0915 0.3667
H 2.6123 2.1023 1.2019
H -4.4322 1.4036 -0.4091
H -4.7428 0.0632 0.5545
H -1.7733 1.7281 -0.1097
H -0.1193 -1.8526 0.7581
H -0.0174 -1.7902 -0.8763
H -1.8309 -1.6118 0.0591
*
```

LUMO energy (spin up / spin down) ... -3.43 / -3.16 eV
Energy relative to the best compared isomer or geometry (same formula, charge and spin) ... 4.5741 eV
Highest occupied orbital energy (spin up / spin down) ... -10.05 / -10.57 eV
Maximum force ... 3.43 eV/A

> Among the records above, which one has the lowest maximum force?

C15H22N2O4